DFT (ωB97M-V/def2-TZVPD) results for C21H42AsBeN2Si4 as an isolated structure at a distorted geometry.

Calculated values
* relative energy (zero: lowest compared OMol25 entry of this formula, charge and spin): 69.4 kcal/mol
* M: 518.86 u
* frontier orbital gap: 5.094 eV
* net charge: -1
* highest occupied orbital energy: -0.090 Eh

Positions of all 71 atoms, in Å:
Be1 11.5308 10.1292 7.0858
C1 12.1778 9.2750 10.3506
Si1 12.8667 10.2193 8.8265
C2 14.6429 9.5890 8.5471
C3 13.0262 12.0254 9.3865
C4 13.2132 12.4079 10.7334
C5 12.7503 13.6452 11.1076
C6 12.2820 14.5721 10.1067
C7 12.2195 14.2439 8.7491
C8 12.5379 12.9305 8.4364
Si2 12.1314 12.2008 6.7521
C9 13.7212 12.3477 5.7249
C10 10.7508 13.3292 6.0793
H1 11.2355 9.6463 10.6994
H2 12.9539 9.3914 11.1547
H3 12.0559 8.2003 10.0982
H4 14.5617 8.6330 7.9788
H5 14.9849 9.3456 9.5379
H6 15.3578 10.3188 8.1147
H7 13.4844 11.7055 11.5161
H8 12.7501 13.9021 12.1662
H9 11.9061 15.5133 10.4418
H10 12.0000 14.9887 7.9474
H11 14.5510 12.6869 6.3965
H12 13.5188 13.1491 5.0076
H13 14.0012 11.4719 5.0981
H14 9.9213 13.4538 6.7962
H15 10.3953 13.0578 5.0777
H16 11.2153 14.3385 5.8826
C11 18.7083 9.0613 4.8855
C12 17.4814 8.2067 4.9960
C13 17.2848 6.8632 5.4334
C14 15.8932 6.6005 5.2449
N1 15.2835 7.6821 4.7817
N2 16.2470 8.6276 4.6446
C15 15.1256 5.3104 5.5093
H17 19.5553 8.4501 5.2073
H18 18.6505 9.9991 5.4344
H19 18.8912 9.4109 3.8940
H20 18.0223 6.1403 5.7245
H21 15.9870 9.5654 4.3704
H22 15.8090 4.4273 5.3253
H23 14.2252 5.2496 4.8883
H24 14.8520 5.2855 6.5626
C16 6.3609 8.8458 6.7479
Si3 7.8069 9.8434 7.4403
C17 7.4611 11.6381 7.1894
C18 7.9160 9.3524 9.2914
As1 9.8976 9.3346 6.1911
Si4 9.8293 6.8375 6.1214
C19 11.3983 6.3402 5.1919
C20 9.8209 6.2250 7.8756
C21 8.2794 6.4975 5.1892
H25 5.4881 9.4037 7.1286
H26 6.2948 7.8330 7.1682
H27 6.4081 8.6835 5.6923
H28 6.3875 11.6404 7.0270
H29 7.9536 12.0629 6.3224
H30 7.6956 12.2642 8.0801
H31 7.1710 9.9293 9.7912
H32 8.8682 9.5414 9.8000
H33 7.7870 8.2729 9.4663
H34 12.2944 6.9429 5.2932
H35 11.2173 6.2971 4.1165
H36 11.6206 5.3112 5.5286
H37 10.6923 6.6111 8.3944
H38 9.9731 5.1336 7.8217
H39 8.8761 6.3663 8.4143
H40 7.8751 7.3091 4.6539
H41 7.5602 6.0995 5.9495
H42 8.4508 5.6537 4.5458

***

DFT (ωB97M-V/def2-TZVPD) results for C5H7NO as an isolated structure at a distorted geometry.

Calculated values
* relative energy (zero: lowest compared OMol25 entry of this formula, charge and spin): 87.2 kcal/mol
* M: 97.12 u
* frontier orbital gap: 10.400 eV
* highest occupied orbital energy: -0.343 Eh

Positions of all 14 atoms, in Å:
C1 0.2730 0.9151 0.9986
C2 0.9306 0.5709 -0.3822
C3 -0.9286 0.6685 0.1371
C4 -0.8585 -0.8516 -0.0599
C5 0.5760 -0.9427 -0.4795
H1 0.4743 2.0140 1.2382
H2 0.3818 0.3184 1.8684
H3 1.8530 1.1199 -0.6159
H4 -1.8363 1.2554 0.1921
H5 -1.5973 -1.4285 -0.6237
H6 0.2171 -2.4610 0.6894
H7 0.8497 -1.5031 -1.3409
N1 0.2220 -1.5173 0.7722
O1 -0.2313 1.1431 -1.0122

***

DFT (ωB97M-V/def2-TZVPD) results for a 7-piece molecular cluster, C26H54N2O7 overall at a distorted geometry.

Calculated values
* M: 506.73 u
* structure (SMILES): CN(C)C=O.CN(C)C=O.C1CCOC1.C1CCOC1.C1CCOC1.C1CCOC1.C1CCOC1
* frontier orbital gap: 9.302 eV
* highest occupied orbital energy: -0.322 Eh

Positions of all 89 atoms, in Å:
C1 3.7143 -0.4975 3.5512
N1 3.8520 -0.0932 2.1934
C2 3.7435 -1.0695 1.1149
C3 4.2707 1.2022 1.9633
O1 4.6729 1.5910 0.8955
H1 4.1921 0.1433 4.2800
H2 4.0739 -1.4821 3.5680
H3 2.6561 -0.5401 3.8302
H4 2.7045 -1.3142 0.9660
H5 4.1546 -0.5507 0.2068
H6 4.3594 -1.9280 1.2208
H7 4.2567 1.8479 2.8597
C4 5.6583 -1.1552 -5.2220
N2 5.5570 -2.2054 -4.2369
C5 6.7346 -2.3316 -3.4378
C6 4.3802 -2.7148 -3.8281
O2 4.1980 -3.3998 -2.8356
H8 6.4550 -1.4181 -5.8727
H9 5.9154 -0.1313 -4.8822
H10 4.7458 -1.0559 -5.8498
H11 6.6063 -1.7235 -2.5467
H12 6.8971 -3.3600 -3.2496
H13 7.6111 -2.0322 -4.0088
H14 3.4785 -2.4322 -4.4011
C7 -0.4133 4.2320 0.5699
C8 1.0540 4.6273 0.9087
C9 0.9401 5.0546 2.4153
O3 -0.4370 4.9370 2.7713
C10 -1.1596 5.0848 1.5718
H15 -0.6421 3.1770 0.7905
H16 -0.7161 4.3056 -0.4950
H17 1.4057 5.4608 0.3748
H18 1.7774 3.8290 0.8383
H19 1.2838 6.0599 2.7194
H20 1.4340 4.3902 3.1364
H21 -1.1222 6.1073 1.2597
H22 -2.2313 4.8306 1.7164
C11 -3.8627 -3.2807 -0.5221
C12 -4.7326 -4.3101 0.3020
C13 -4.6439 -5.5407 -0.5507
O4 -4.6313 -5.1352 -1.9230
C14 -3.9751 -3.8473 -1.9293
H23 -2.8460 -3.3097 -0.1443
H24 -4.1757 -2.2761 -0.4415
H25 -5.7924 -3.9197 0.2299
H26 -4.4940 -4.5638 1.3361
H27 -5.3886 -6.2934 -0.3408
H28 -3.7263 -6.0946 -0.3733
H29 -4.6123 -3.2829 -2.6140
H30 -2.9566 -3.8322 -2.3792
C15 -1.3812 -1.2576 3.2526
C16 -1.7373 0.2953 3.4277
C17 -0.2512 0.9059 3.5988
O5 0.5620 -0.1250 4.0935
C18 0.1530 -1.3221 3.4284
H31 -1.7370 -1.5596 2.2678
H32 -1.9227 -1.8838 3.9665
H33 -2.3787 0.4228 4.2936
H34 -2.2380 0.7024 2.5440
H35 -0.0948 1.8006 4.2046
H36 0.0344 1.2182 2.6094
H37 0.4236 -2.1620 3.9891
H38 0.5336 -1.3472 2.4775
C19 1.9495 1.1390 -1.4957
C20 1.3009 -0.0641 -2.2171
C21 0.8806 -0.9722 -1.0691
O6 0.7860 -0.1792 0.1368
C22 1.0198 1.2414 -0.3314
H39 1.9952 2.1121 -2.0241
H40 2.9372 0.8815 -1.1490
H41 2.0214 -0.6660 -2.8092
H42 0.4394 0.2233 -2.8347
H43 1.5978 -1.6906 -0.8220
H44 -0.0194 -1.5014 -1.2529
H45 1.3210 1.7677 0.6178
H46 0.0401 1.6164 -0.6584
C23 -5.6291 1.4638 -1.9057
C24 -5.0443 2.6901 -1.2148
C25 -4.0754 1.9677 -0.3257
O7 -4.7318 0.7708 0.1403
C26 -5.7432 0.4427 -0.7316
H47 -4.9692 1.1319 -2.7201
H48 -6.6005 1.5008 -2.4354
H49 -5.8149 3.2280 -0.7500
H50 -4.5906 3.4155 -1.9510
H51 -3.6869 2.4058 0.6007
H52 -3.2245 1.7257 -0.9824
H53 -6.7375 0.4665 -0.3708
H54 -5.6107 -0.5642 -1.1041

***

DFT (ωB97M-V/def2-TZVPD) results for C6H11NS in the gas phase at a distorted geometry.

Calculated values
* relative energy (zero: lowest compared OMol25 entry of this formula, charge and spin): 44.9 kcal/mol
* M: 129.23 u
* structure (SMILES): CC1=CSN(C)[C@H]1C
* frontier orbital gap: 8.807 eV
* highest occupied orbital energy: -0.289 Eh

Positions of all 19 atoms, in Å:
C1 -0.5682 -0.5360 2.1670
C2 -0.3792 0.2308 0.8972
C3 -0.7444 1.5094 0.7489
S1 -0.1734 2.1228 -0.8129
N1 0.1218 0.5185 -1.5311
C4 -0.9141 -0.0115 -2.3650
C5 0.4461 -0.3539 -0.1605
C6 1.9233 -0.4854 0.0696
H1 -1.3168 -1.3069 2.0960
H2 -0.9677 0.3288 2.7573
H3 0.3748 -0.8985 2.6207
H4 -1.3849 2.0926 1.4824
H5 -0.9787 0.7035 -3.1563
H6 -0.6298 -0.9539 -2.7780
H7 -1.8853 -0.2620 -1.8316
H8 0.0022 -1.3193 -0.4038
H9 2.2230 -1.4460 -0.2241
H10 2.3446 -0.1183 1.0760
H11 2.5065 0.1855 -0.6515

***

DFT (ωB97M-V/def2-TZVPD) results for C5H6O2 in the gas phase.

Calculated values
* relative energy (zero: lowest compared OMol25 entry of this formula, charge and spin): 69.0 kcal/mol
* M: 98.10 u
* structure (SMILES): O=CCC#CCO
* frontier orbital gap: 10.680 eV
* highest occupied orbital energy: -0.369 Eh

Positions of all 13 atoms, in Å:
O1 -2.9578 -0.0033 -1.1895
C1 -1.9147 -0.0690 -0.6084
C2 -1.7076 -0.3244 0.9454
C3 -0.2543 -0.3374 0.9998
C4 0.7483 -0.2513 0.3235
C5 2.0426 -0.1004 -0.3333
O2 2.2422 1.1735 -0.9038
H1 -0.8834 0.0296 -1.0598
H2 -2.1642 0.4786 1.5399
H3 -2.1666 -1.2759 1.2444
H4 2.7942 -0.3461 0.4228
H5 2.1555 -0.8070 -1.1587
H6 2.0658 1.8332 -0.2221

***

DFT (ωB97M-V/def2-TZVPD) results for C20H39ClN4O4Ta as an isolated structure.

Calculated values
* relative energy (zero: lowest compared OMol25 entry of this formula, charge and spin): 0.0 kcal/mol
* M: 615.96 u
* frontier orbital gap: 8.938 eV
* net charge: +3
* highest occupied orbital energy: -0.734 Eh

Positions of all 69 atoms, in Å:
Ta1 0.5248 -0.0135 0.1628
C1 0.7707 1.3143 -3.6019
C2 1.3823 0.0952 -2.9140
C3 0.5050 -1.1812 -3.1896
C4 -1.0615 -1.4242 -3.1203
C5 -2.0228 -0.2519 -3.1814
C6 -1.3442 -2.3351 -4.3300
N1 -1.5544 -2.4497 -1.9388
C7 -2.0850 -2.4796 -0.4586
C8 -2.3182 -1.2976 0.4888
N2 -1.2586 -0.5898 1.3518
C9 -1.8934 0.7589 1.6143
C10 -1.9170 1.5161 0.2937
O1 -2.5783 2.4401 0.0005
O2 -0.9748 0.9357 -0.5515
C11 -0.9145 -1.2343 2.7186
C12 -2.1442 -1.8093 3.4110
C13 0.2173 -2.2696 2.6887
C14 1.6923 -1.7868 2.7089
C15 2.6120 -2.9740 2.4669
C16 2.0178 -1.1597 4.0663
N3 1.9250 -0.6358 1.6854
C17 3.1114 -0.6214 0.7046
C18 2.9691 -0.4236 -0.9044
N4 1.8555 0.4508 -1.4694
C19 2.3401 1.8789 -1.3577
C20 2.3944 2.2437 0.1147
O3 3.1862 2.8949 0.6850
O4 1.2900 1.6471 0.7221
H1 0.3747 0.9996 -4.5664
H2 1.5121 2.0780 -3.8235
H3 -0.0475 1.7558 -3.0325
H4 2.3128 -0.1506 -3.4315
H5 1.0101 -2.0785 -2.8413
H6 0.6637 -1.2230 -4.2684
H7 -1.8733 0.2765 -4.1225
H8 -1.9190 0.4636 -2.3780
H9 -3.0520 -0.6187 -3.2020
H10 -1.1366 -1.7837 -5.2456
H11 -2.3962 -2.6271 -4.3840
H12 -0.7212 -3.2330 -4.3357
H13 -2.3345 -2.8734 -2.4411
H14 -0.8346 -3.1709 -1.9550
H15 -1.5230 -3.2746 0.0196
H16 -3.1013 -2.8515 -0.5880
H17 -3.0382 -1.6989 1.2017
H18 -2.8506 -0.5269 -0.0611
H19 -1.3126 1.3356 2.3390
H20 -2.9044 0.6572 2.0084
H21 -0.5745 -0.3764 3.3041
H22 -2.4324 -2.7816 3.0072
H23 -3.0039 -1.1390 3.3843
H24 -1.9015 -1.9595 4.4624
H25 0.0502 -3.0012 1.8997
H26 0.1114 -2.8360 3.6151
H27 2.3725 -3.7385 3.2066
H28 3.6599 -2.7124 2.6199
H29 2.4873 -3.4271 1.4836
H30 1.8965 -1.8979 4.8581
H31 1.3721 -0.3094 4.3054
H32 3.0551 -0.8198 4.0974
H33 2.0780 0.1831 2.2691
H34 3.6172 -1.5784 0.7820
H35 3.7863 0.1530 1.0585
H36 2.9038 -1.3914 -1.3804
H37 3.9261 0.0237 -1.1730
H38 1.6225 2.5644 -1.8004
H39 3.3035 2.0130 -1.8469
Cl1 0.8426 -2.3036 -0.3854